Model w:
Here is 2 unconnected molecules or ions with the total composition C2H4OS2 from OMol25. Energies are from ωB97M-V with the def2-TZVPD basis set.

Geometry (Å):
C 1.61 1.49 -0.46
C -1.38 -1.12 0.06
O 2.28 2.36 -0.98
S 2.01 0.45 0.89
S -0.42 -1.43 1.58
H 0.42 1.28 -0.45
H -1.71 -0.06 0.04
H -2.20 -1.77 0.16
H -0.62 -1.20 -0.84

The calculation puts the HOMO energy (spin up / spin down) at -9.55 / -9.60 eV. As for the total charge: 0. The LUMO energy (spin up / spin down) comes out at -3.596 / -3.594 eV.

---

Model x:
Here is 2 unconnected molecules or ions with the total composition C2H4OS2 from OMol25. Energies are from ωB97M-V with the def2-TZVPD basis set.

Geometry (Å):
C 0.88 -1.44 -0.14
C -0.25 -1.24 -0.56
O 1.25 1.29 1.26
S -0.44 2.05 -1.32
S -0.17 1.62 0.91
H 1.86 -1.55 0.14
H 0.26 1.25 -2.13
H -1.07 -1.19 -1.09
H -0.67 0.24 0.80

The calculation puts the HOMO energy at -9.64 eV. As for the total charge: 0. The LUMO energy comes out at -0.448 eV.

---

Energies in kcal/mol, measured from the most stable structure: model w 0.0; model x 7.0.

---

Model w:
Here is a molecular structure, C2H4OS2 from OMol25. Energies are from ωB97M-V with the def2-TZVPD basis set.

Geometry (Å):
C 1.08 -1.11 0.32
C -0.58 0.63 -0.51
O -1.30 1.40 0.31
S 1.36 0.61 -0.11
S -0.73 -1.14 -0.13
H 1.56 -1.97 -0.35
H 1.30 -1.36 1.44
H -0.74 0.76 -1.71
H -1.47 2.38 0.14

The calculation puts the HOMO energy at -9.03 eV. As for the total charge: 0. The LUMO energy comes out at 0.247 eV.

---

Model x:
Here is C2H4OS2 in the gas phase from OMol25. Energies are from ωB97M-V with the def2-TZVPD basis set.

Geometry (Å):
C 1.10 -0.20 -0.26
C -1.58 -0.27 0.22
O 3.18 1.23 -0.24
S 2.58 0.02 0.39
S -0.10 -1.35 0.30
H 0.63 0.63 -1.09
H -2.41 -0.57 0.83
H -2.04 -0.16 -0.72
H -1.36 0.67 0.57

The calculation puts the HOMO energy (spin up / spin down) at -8.63 / -8.63 eV. As for the total charge: 0. The LUMO energy (spin up / spin down) comes out at -0.397 / -0.397 eV.

---

Model y:
Here is C2H4OS2 in the gas phase from OMol25. Energies are from ωB97M-V with the def2-TZVPD basis set.

Geometry (Å):
C 0.97 0.14 -0.75
C -0.11 -0.57 -0.56
O -0.29 -2.52 1.26
S -2.52 -0.44 0.60
S -0.59 -1.10 1.11
H 1.27 0.39 -1.77
H 1.52 0.59 -0.06
H -2.27 -0.71 -0.75
H -0.89 -0.71 2.47

The calculation puts the HOMO energy at -9.49 eV. As for the SMILES: C=C=[S@H](=O)S. As for the total charge: 0. The LUMO energy comes out at -0.469 eV.

---

Model z:
Here is a molecular structure, C2H4OS2 from OMol25. Energies are from ωB97M-V with the def2-TZVPD basis set.

Geometry (Å):
C 1.60 -0.96 0.03
C -1.05 0.43 0.02
O -2.25 0.95 -0.06
S 2.00 0.63 -0.06
S -0.79 -1.11 -0.05
H 1.52 -1.63 -0.92
H 1.59 -1.43 0.99
H -0.20 1.16 0.21
H -2.42 1.96 -0.15

The calculation puts the HOMO energy at -8.24 eV. As for the total charge: 0. The LUMO energy comes out at 0.043 eV.

---

Energies in kcal/mol, measured from the most stable structure: model w 0.0; model x 11.0; model y 87.1; model z 15.0.

---

Model w:
Here is 2 unconnected molecules or ions with the total composition C2H4OS2 from OMol25. Energies are from ωB97M-V with the def2-TZVPD basis set.

Geometry (Å):
C -1.03 -0.44 -0.23
C 0.87 0.73 -0.66
O 1.37 1.28 0.48
S -2.00 -0.92 -1.42
S -0.92 -0.85 1.43
H 1.38 -0.10 -0.88
H 0.53 1.52 -1.45
H 1.48 0.69 1.20
H -1.68 -1.91 1.55

The calculation puts the HOMO energy at -7.79 eV. As for the total charge: 0. The LUMO energy comes out at -0.057 eV.

---

Model x:
Here is C2H4OS2 in the gas phase from OMol25. Energies are from ωB97M-V with the def2-TZVPD basis set.

Geometry (Å):
C -0.46 -0.16 -0.43
C 0.68 0.18 0.54
H 0.99 -1.70 -1.17
H -1.11 0.71 -0.61
H -1.04 -0.63 0.42
H -0.83 1.58 0.89
O 1.79 -0.27 0.49
S -0.10 -1.22 -1.84
S 0.09 1.50 1.70

The calculation puts the HOMO energy at -9.46 eV. As for the SMILES: O=C(S)CS. As for the total charge: 0. The LUMO energy comes out at 0.488 eV.

---

Model y:
Here is C2H4OS2 in the gas phase from OMol25. Energies are from ωB97M-V with the def2-TZVPD basis set.

Geometry (Å):
C 0.12 -0.85 0.30
C 0.37 0.62 0.01
O 3.30 1.09 -0.51
S 1.87 -1.55 -0.21
S 2.43 0.45 0.45
H 0.05 -1.17 1.31
H -0.61 -1.27 -0.31
H 0.47 0.64 -1.08
H -0.29 1.44 0.41

The calculation puts the HOMO energy at -8.96 eV. As for the total charge: 0. The LUMO energy comes out at 0.073 eV.

---

Energies in kcal/mol, measured from the most stable structure: model w 56.0; model x 0.0; model y 21.8.

---

Model w:
Here is 2 unconnected molecules or ions with the total composition C5H11O2 from OMol25. Energies are from ωB97M-V with the def2-TZVPD basis set.

Geometry (Å):
C -2.05 0.53 -0.97
C -1.91 -0.34 0.26
C -0.83 0.48 -1.88
H -2.95 0.15 -1.48
H -2.27 1.58 -0.69
H -1.38 0.13 1.09
H 0.01 0.73 -1.22
H -0.84 -0.42 -2.49
H -1.42 -1.30 0.07
H -2.87 -0.69 0.67
H -0.57 1.35 -2.51
C 3.04 -0.62 1.25
C 1.62 0.12 1.29
O 1.66 1.32 1.00
O 0.70 -0.63 1.70
H 3.23 -1.23 0.36
H 3.07 -1.36 2.07
H 3.74 0.19 1.49

The calculation puts the HOMO energy at -3.81 eV. As for the total charge: -1. The LUMO energy comes out at 4.099 eV.

---

Model x:
Here is 2 unconnected molecules or ions with the total composition C5H11O2 from OMol25. Energies are from ωB97M-V with the def2-TZVPD basis set.

Geometry (Å):
C -1.78 -0.87 1.00
C -2.01 0.40 0.10
C -2.55 -2.06 0.44
H -0.68 -0.86 1.01
H -2.18 -0.86 2.12
H -1.37 1.24 0.38
H -3.05 0.73 0.07
H -2.63 -2.16 -0.65
H -2.03 -3.00 0.79
H -1.72 0.09 -0.86
H -3.63 -2.11 0.81
C 1.96 1.98 -0.83
C 1.78 0.49 -0.36
O 0.59 0.14 -0.35
O 2.81 -0.10 -0.02
H 0.94 2.37 -0.46
H 2.02 2.01 -1.93
H 2.69 2.62 -0.39

The calculation puts the HOMO energy at -3.95 eV. As for the total charge: -1. The LUMO energy comes out at 4.014 eV.

---

Energies in kcal/mol, measured from the most stable structure: model w 0.0; model x 5.0.

---

Model w:
Here is a gas-phase ion, C5H11O2 (charge -1) from OMol25. Energies are from ωB97M-V with the def2-TZVPD basis set.

Geometry (Å):
C 0.20 -0.27 1.66
O -0.98 0.36 2.22
C 0.90 0.69 0.74
C -0.02 1.15 -0.40
C 0.04 0.24 -1.63
C -0.44 -1.19 -1.27
O -1.55 -1.29 -0.56
H -0.13 -1.21 1.22
H 0.79 -0.55 2.54
H -1.70 -0.28 2.08
H 1.75 0.16 0.32
H 1.31 1.53 1.31
H 0.22 2.16 -0.72
H -1.05 1.16 -0.04
H -0.55 0.61 -2.47
H 1.09 0.21 -1.94
H -0.40 -1.79 -2.22
H 0.50 -1.68 -0.83

The calculation puts the HOMO energy at -2.50 eV. As for the SMILES: [O-]CCCCCO. As for the total charge: -1. The LUMO energy comes out at 4.164 eV.

---

Model x:
Here is 2 unconnected molecules or ions with the total composition C5H11O2 from OMol25. Energies are from ωB97M-V with the def2-TZVPD basis set.

Geometry (Å):
C 1.23 1.21 -0.08
C 2.55 2.01 0.06
C 0.32 1.78 1.12
O 0.42 1.05 2.15
O -0.37 2.80 0.96
H 0.57 1.30 -0.95
H 1.40 0.15 0.06
H 2.36 3.00 -0.37
H 3.39 1.54 -0.46
H 2.72 2.09 1.13
C -2.28 -2.11 0.23
C -1.61 -2.17 -1.11
H -2.40 -3.13 0.59
H -1.58 -1.62 0.94
H -3.00 -1.30 0.29
H -1.89 -2.84 -1.94
H -0.56 -2.54 -1.07
H -1.29 -1.23 -1.58

The calculation puts the HOMO energy at -3.64 eV. As for the total charge: -1. The LUMO energy comes out at 3.678 eV.

---

Model y:
Here is 2 unconnected molecules or ions with the total composition C5H11O2 from OMol25. Energies are from ωB97M-V with the def2-TZVPD basis set.

Geometry (Å):
C -0.71 -2.30 -0.53
C -0.46 -2.43 -2.02
H -0.34 -1.33 -0.19
H -1.75 -2.10 -0.27
H -0.25 -3.00 0.14
H -0.39 -1.45 -2.50
H 0.50 -2.89 -2.24
H -1.21 -2.97 -2.60
C 0.53 1.71 1.69
C 1.28 1.30 0.38
C -0.66 2.68 1.27
O -0.37 3.89 1.29
O -1.67 2.06 0.87
H 0.13 0.87 2.24
H 1.20 2.28 2.32
H 0.58 1.49 -0.43
H 1.43 0.22 0.28
H 2.14 1.96 0.30

The calculation puts the HOMO energy at -3.65 eV. As for the total charge: -1. The LUMO energy comes out at 3.529 eV.

---

Energies in kcal/mol, measured from the most stable structure: model w 37.4; model x 11.5; model y 0.0.